<A>
Computed, not measured: a gas-phase ion, C4H13N3 (charge +2), with ωB97M-V/def2-TZVPD.

* LUMO energy: -6.58 eV
* SMILES string: N/C(=C\[NH3+])CC[NH3+]
* Kohn-Sham gap: 9.997 eV

```
! wB97M-V def2-TZVPD RIJCOSX def2/J DEFGRID3
* xyz 2 1
N 0.79949 -1.72947 -0.88748
C 0.48711 -0.42582 -0.67881
C -0.08648 0.40418 -1.55931
N -0.13693 -0.18394 -2.95843
C 0.64633 0.05287 0.75911
C -0.69702 0.11019 1.51355
N -0.53056 1.19348 2.75701
H 1.07273 -2.34598 -1.75661
H 1.10470 -2.26246 0.03765
H -0.63194 1.28502 -1.37606
H 0.72069 0.21996 -3.42456
H -0.11998 -1.16455 -3.00491
H -0.92906 0.28287 -3.38654
H 1.41380 -0.46387 1.41914
H 1.09056 1.11812 0.48470
H -1.68116 0.39256 1.01807
H -0.80388 -0.92281 1.99887
H -1.51658 1.69194 2.88722
H 0.15192 1.92022 2.43035
H -0.35373 0.82749 3.72705
*
```



<B>
Computed, not measured: 2 unconnected molecules or ions with the total composition C4H13N3, with ωB97M-V/def2-TZVPD.

* LUMO energy: -9.13 eV
* Kohn-Sham gap: 8.608 eV

```
! wB97M-V def2-TZVPD RIJCOSX def2/J DEFGRID3
* xyz 2 1
C -2.26247 0.63244 0.45816
C 3.77232 -0.11858 -0.54898
C 2.87100 0.17764 0.55236
C 1.50374 0.39159 0.21873
N -3.52335 0.75647 0.72501
N -1.65034 -0.13203 -0.36057
N -2.44095 -1.15664 -0.91849
H -1.56023 1.27386 1.16458
H 4.50017 -0.88762 -0.26445
H 3.14396 -0.00319 -1.46576
H 4.67956 0.65199 -0.50318
H 3.18030 0.10218 1.54059
H 1.37843 0.34260 -0.90840
H 1.13109 1.30983 0.73238
H 0.83433 -0.37053 0.75762
H -3.54635 1.05441 1.70379
H -4.35552 0.37123 0.34527
H -2.12836 -1.24054 -1.88173
H -3.47751 -1.08969 -0.80613
H -2.04982 -2.06541 -0.54080
*
```



Q: Which of them is the least stable? A: <B>.